Formula: C5H9NO9
Source: the OMol25 dataset
Level of theory: ωB97M-V/def2-TZVPD

XYZ file:
```
24
Properties=species:S:1:pos:R:3:forces:R:3:lowdin_charge:R:1
H 2.242141 -4.249205 2.621119 0.278 -0.375 -0.268 0.0411
O 2.064315 -5.205343 2.472179 0.195 0.252 0.031 -0.0502
O 0.804112 -5.333868 2.799757 -0.455 -0.202 0.093 -0.0654
C 1.195800 -0.826590 4.200799 0.214 0.291 -0.114 0.0140
C 2.561671 -0.145727 4.360483 0.192 0.161 -0.407 -0.4472
C 2.657079 0.588519 5.717105 -0.256 1.733 -2.338 -0.1158
O 3.004613 -0.291411 6.730038 0.071 -1.073 1.076 0.0502
N 2.531539 0.189589 7.902241 -1.630 1.228 4.398 -0.3786
O 1.835170 1.207333 7.904310 1.123 -1.309 -0.370 0.0828
O 2.800792 -0.414991 8.935870 0.324 0.076 -2.500 0.1174
C 3.724339 -1.162615 4.279122 -1.743 -0.761 1.377 -0.2194
C 5.054308 -0.494590 4.428561 0.965 -0.622 -0.269 -0.1539
O 5.317724 0.529699 3.884682 0.221 1.195 -0.733 0.1264
O 3.656032 -1.838701 3.038289 -0.674 -0.889 -1.383 -0.0058
O 2.548036 -2.589515 2.961053 1.941 0.477 0.265 -0.0207
O 2.714695 0.810016 3.301586 0.117 -0.351 0.021 0.0160
H 1.031562 -1.572149 4.980881 -0.037 0.053 -0.014 0.1072
H 0.392205 -0.088282 4.213136 0.191 0.123 0.133 0.1057
H 1.168678 -1.326977 3.229926 -0.381 0.312 0.273 0.0816
H 3.433915 1.364349 5.671622 -0.258 -0.045 -0.181 0.1530
H 1.700239 1.071096 5.956406 0.431 -0.243 -0.477 0.1405
H 3.586615 -1.934883 5.048331 0.104 0.258 -0.019 0.1716
H 5.851925 -0.970785 4.991529 -0.003 -0.549 0.612 0.1419
H 3.601252 0.729042 2.872985 -0.933 0.259 0.795 0.1076
```
Forces are in eV/Å.

Output
- Total charge: 0
- E_HOMO (alpha / beta): -10.735 / -10.195 eV
- Frontier orbital gap (alpha / beta): 8.15 / 9.48 eV



Formula: C5H9NOS
Source: the OMol25 dataset
Level of theory: ωB97M-V/def2-TZVPD

XYZ file:
```
17
Properties=species:S:1:pos:R:3:forces:R:3:lowdin_charge:R:1
C -2.585475 -0.877909 0.660889 -0.590 1.462 -2.443 -0.0124
C -1.229914 -0.476914 0.218393 1.249 0.180 -1.194 -0.3449
C -0.284517 0.312489 0.729832 0.587 -1.413 -2.300 -0.0326
C 0.946581 0.261065 -0.160561 -0.967 -3.264 1.351 -0.7794
C 1.632842 1.502353 -0.399962 2.653 2.266 -0.625 -0.1587
S 2.342168 -0.793424 0.702713 -0.189 0.792 0.630 0.7205
N 0.494293 -0.508782 -1.307119 -0.120 -1.879 2.541 0.0418
O -0.846632 -0.999006 -1.019640 0.132 0.367 0.574 -0.0425
H -2.567954 -0.685839 1.719046 -0.750 -0.381 0.432 0.0731
H -2.769783 -1.925423 0.293695 -0.144 1.093 0.792 0.1039
H -3.292120 -0.089188 0.085807 1.126 -2.070 1.498 0.1419
H -0.182736 0.698833 1.669881 -0.248 1.024 2.225 0.0860
H 2.627915 1.297277 -0.991406 -2.282 0.767 0.227 0.1156
H 2.132371 1.771683 0.553082 -0.666 0.285 -0.245 0.0698
H 0.920960 2.335454 -0.696133 1.185 -0.861 -0.110 0.1137
H 2.279430 -1.894199 -0.008488 -0.350 -0.514 -0.520 -0.1758
H 0.382564 0.071526 -2.050036 -0.626 2.146 -2.833 0.0801
```
Forces are in eV/Å.

Output
- Total charge: 0
- SMILES string: CC1=C[C@@](C)(S)NO1
- E_HOMO: -8.326 eV
- Frontier orbital gap: 9.20 eV
- Relative energy (zero: lowest compared OMol25 entry of this formula, charge and spin): 3.6925 eV



Formula: C5H9NOS
Source: the OMol25 dataset
Level of theory: ωB97M-V/def2-TZVPD

XYZ file:
```
17
Properties=species:S:1:pos:R:3:forces:R:3:lowdin_charge:R:1
C -2.035060 -1.109089 -0.374969 -5.732 -0.255 1.251 -0.2189
C -1.298256 0.156213 -0.267748 2.801 1.582 -3.000 -0.3610
C -0.138045 0.063731 0.760826 0.487 -0.465 -1.235 -0.4981
C 0.876678 1.182438 0.497348 1.234 0.052 3.241 -0.2891
N 1.666475 0.704005 -0.540070 2.590 -5.606 -0.194 -0.0622
C 2.441559 -0.570113 -0.161859 2.050 -1.424 0.064 -0.4278
O 3.706192 -0.982557 -0.208309 -8.332 3.159 -0.132 -0.0548
S 0.834948 -1.551997 0.360933 1.717 1.358 0.780 0.8915
H -2.294442 -1.459874 0.661165 -0.145 0.282 -0.614 0.0708
H -1.666288 -2.063976 -0.817071 0.101 1.480 -0.476 0.0631
H -3.146059 -0.688539 -0.819672 2.875 -2.041 0.813 0.1456
H -0.880730 0.216404 -1.411621 -0.229 0.559 2.764 0.1592
H -1.853630 1.162656 -0.135747 0.342 -1.984 0.099 0.1361
H -0.523093 0.057537 1.783507 0.167 -0.284 -0.148 0.1066
H 1.618195 1.555410 1.406745 -2.334 -0.982 -1.639 0.1768
H 0.377061 2.013530 0.080150 -0.774 1.238 0.025 0.1005
H 2.314501 1.314227 -0.813602 3.182 3.334 -1.599 0.0618
```
Forces are in eV/Å.

Output
- Total charge: 0
- SMILES string: CC[C@@H]1CNC(=O)S1
- E_HOMO: -9.245 eV
- Frontier orbital gap: 9.75 eV
- Relative energy (zero: lowest compared OMol25 entry of this formula, charge and spin): 3.6970 eV



Formula: C5H9NOS
Source: the OMol25 dataset
Level of theory: ωB97M-V/def2-TZVPD

XYZ file:
```
17
Properties=species:S:1:pos:R:3:forces:R:3:lowdin_charge:R:1
C 2.565296 0.440798 0.012696 2.488 1.219 1.558 -0.0613
C 1.436582 -0.529288 -0.091080 -0.173 -1.215 0.571 -0.4053
C 0.188615 -0.101759 0.158863 -1.176 2.038 -0.048 -0.3571
C -0.031994 1.302335 0.580942 2.203 1.254 -0.040 -0.2467
C -0.954494 -0.865601 0.052993 -3.532 -1.532 -2.165 -0.5661
H 3.393856 0.409439 -0.979465 -2.524 0.225 3.307 0.1416
H 2.006134 1.914496 0.406342 2.331 -4.457 -1.835 0.2467
H 3.047073 -0.041385 1.132877 -0.612 1.808 -3.460 0.1555
H 1.091649 -2.731606 -0.314149 0.508 2.775 1.078 0.1421
H 2.534876 -2.103314 -0.675524 -0.470 0.416 1.221 0.1060
H 0.933009 1.397553 1.191719 -2.194 1.090 -0.012 0.0731
H -0.931296 1.339825 1.165326 -0.361 0.471 0.226 0.0841
H -0.657836 1.938570 -1.130188 0.971 1.048 0.635 0.0983
H -0.815524 -1.846002 -0.404043 0.152 -0.268 0.567 0.0294
N 1.733180 -1.898892 -0.029071 1.258 -1.967 -2.967 0.0805
O -0.000512 2.355155 -0.502841 -1.327 -2.755 0.717 -0.1027
S -2.622133 -0.456593 -0.028322 2.459 -0.151 0.648 0.5819
```
Forces are in eV/Å.

Output
- Total charge: 0
- E_HOMO: -8.348 eV
- Frontier orbital gap: 7.51 eV
- Relative energy (zero: lowest compared OMol25 entry of this formula, charge and spin): 6.3957 eV



Formula: C5H9NOS
Source: the OMol25 dataset
Level of theory: ωB97M-V/def2-TZVPD

XYZ file:
```
17
Properties=species:S:1:pos:R:3:forces:R:3:lowdin_charge:R:1
O -0.363440 2.162849 -0.455319 -1.190 -1.734 -0.105 -0.1150
C 0.084786 1.111570 0.440581 1.263 -0.815 -2.966 -0.3082
C -1.113755 0.225274 0.619118 -1.691 -1.531 1.962 -0.2454
N -1.707483 0.048032 -0.710629 1.332 -1.413 0.993 0.0270
C -0.992319 -1.236799 -0.065205 -0.659 5.217 0.773 -0.0927
C 0.500848 -1.330535 -0.255798 1.393 -1.462 0.546 -0.2147
C 1.131557 0.067360 -0.314135 -0.870 2.004 -1.544 -0.6263
S 2.955769 0.204591 -0.212141 -0.169 0.246 3.646 0.6573
H -1.169391 1.653846 -0.943808 2.702 1.482 1.027 0.1186
H 0.658096 1.542048 1.233481 -0.460 0.285 0.968 0.1216
H -1.689848 0.453617 1.618647 0.528 -0.796 -2.343 0.1738
H -2.714441 0.086615 -0.722564 -0.268 -0.826 0.251 0.0986
H -1.682583 -2.013204 0.218210 0.259 -0.196 0.129 0.1187
H 0.887851 -1.912794 0.655942 -0.562 1.009 -0.865 0.1391
H 0.921841 -1.945034 -1.057334 -0.534 0.091 -0.341 0.1027
H 1.105274 0.538425 -1.352911 -0.496 -1.125 0.896 0.0943
H 3.187236 0.344132 1.303870 -0.576 -0.436 -3.025 -0.0494
```
Forces are in eV/Å.

Output
- Total charge: 0
- SMILES string: O[C@H]1[C@H]2N[C@H]2C[C@@H]1S
- E_HOMO: -8.959 eV
- Frontier orbital gap: 9.73 eV
- Relative energy (zero: lowest compared OMol25 entry of this formula, charge and spin): 3.8948 eV



Formula: C5H9NOS
Source: the OMol25 dataset
Level of theory: ωB97M-V/def2-TZVPD

XYZ file:
```
17
Properties=species:S:1:pos:R:3:forces:R:3:lowdin_charge:R:1
C 0.372266 0.974959 0.313142 2.896 -0.103 -0.087 0.0976
C 1.358702 0.145515 0.277521 0.523 -2.011 -1.821 -0.5600
C -1.316538 -0.376150 -0.101828 -3.872 -1.964 -1.521 -0.5895
C 2.822353 0.172594 0.471587 4.210 1.134 0.549 -0.1791
C -2.576222 0.385293 -0.480003 0.587 1.749 -0.274 -0.0482
N -0.590550 -1.156148 -1.068429 -1.521 0.331 2.214 -0.2993
O -1.357020 -0.967673 1.124798 -1.991 1.521 -0.135 0.0223
S 0.960407 -1.575570 -0.455328 0.350 1.452 -0.505 0.9226
H 0.218974 1.878007 0.773448 -0.734 2.016 0.787 0.0528
H 3.398042 -0.811699 0.468286 -1.476 0.698 0.444 0.0751
H 3.152151 0.751288 1.368856 -0.602 -0.720 -0.102 0.0781
H 3.578509 0.703996 -0.251316 -2.322 -0.519 0.239 0.1119
H -2.421929 1.579808 -0.505923 0.049 -2.246 -0.093 0.1023
H -3.296451 0.265227 0.347674 0.197 -0.204 -0.508 0.0728
H -3.058522 0.130357 -1.479539 0.684 0.079 1.240 0.0850
H -0.723012 -0.734261 -1.949403 0.778 0.390 -1.378 0.0653
H -0.521166 -1.365550 1.146450 2.242 -1.603 0.949 -0.0097
```
Forces are in eV/Å.

Output
- Total charge: 0
- E_HOMO (alpha / beta): -4.816 / -8.935 eV
- Frontier orbital gap (alpha / beta): 5.60 / 7.35 eV
- Relative energy (zero: lowest compared OMol25 entry of this formula, charge and spin): 2.2771 eV
- <S²>: 2.018
- Spin multiplicity: 3



What is the total charge in the first record?
0